14
Properties=species:S:1:pos:R:3 method="wB97M-V/def2-TZVPD" lumo_ev=0.74 e_tot_ev=-9276.9110 gap_ev=10.02
C 1.645 0.422 -0.257
C 0.351 0.452 0.514
O -0.594 1.659 -0.113
O 0.249 0.242 1.691
H -0.128 2.263 -0.702
H 2.281 -0.375 0.130
H 1.444 0.255 -1.314
H 2.169 1.368 -0.132
N -0.855 -0.760 -0.480
N -1.624 -1.515 0.481
H -2.035 -0.811 1.093
H -0.929 -1.978 1.069
H -0.616 -1.370 -1.260
H -1.358 0.149 -0.720

10
Properties=species:S:1:pos:R:3 method="wB97M-V/def2-TZVPD" lumo_ev=0.84 e_tot_ev=-15514.9780 gap_ev=9.00
C -0.970 0.247 -0.051
C -0.028 -0.891 -0.055
C 0.994 0.200 -0.003
H -0.175 -1.712 -0.793
H -0.379 -1.246 0.963
H 1.563 -0.001 0.991
H 1.805 -0.124 -0.808
H -0.088 2.160 -0.222
N -0.101 1.232 -0.010
S -2.620 0.134 -0.012

63
Properties=species:S:1:pos:R:3 method="wB97M-V/def2-TZVPD" multiplicity=2 s2=0.7524 total_charge=-1 lumo_ev="1.61 / 1.09" e_tot_ev=-136025.6881 gap_ev="5.64 / 5.12"
Cu 0.242 -1.155 0.067
Cl 5.284 -5.884 0.575
C 3.831 -5.002 0.186
C 2.933 -5.532 -0.695
C 1.742 -4.853 -1.015
I 0.404 -5.693 -2.367
C 1.418 -3.633 -0.446
O 0.322 -2.984 -0.639
C 2.407 -3.074 0.437
N 2.099 -1.847 0.917
C 2.887 -1.264 1.783
C 4.077 -1.875 2.224
C 4.433 -3.094 1.718
C 3.590 -3.741 0.786
H 3.137 -6.493 -1.147
H 2.571 -0.289 2.136
H 4.700 -1.368 2.948
H 5.351 -3.576 2.026
S -0.014 2.959 0.652
C -1.172 3.056 -0.583
N -1.780 2.087 -1.212
C -2.612 2.544 -2.203
C -3.383 1.727 -3.031
C -4.181 2.297 -4.008
C -4.234 3.683 -4.170
C -3.484 4.512 -3.347
C -2.674 3.942 -2.376
S -1.625 4.678 -1.213
H -3.355 0.655 -2.882
H -4.780 1.661 -4.649
H -4.863 4.114 -4.938
H -3.531 5.587 -3.461
N -0.796 -1.038 -3.876
C -0.886 -1.391 -2.576
N -0.244 -0.568 -1.791
C 0.324 0.394 -2.624
C 1.075 1.523 -2.310
C 1.488 2.312 -3.362
C 1.168 1.996 -4.694
C 0.408 0.890 -5.012
C -0.015 0.104 -3.945
H -1.214 -1.534 -4.641
H -1.428 -2.260 -2.245
H 1.280 1.779 -1.278
H 2.053 3.211 -3.156
H 1.516 2.643 -5.489
H 0.147 0.653 -6.035
O -2.213 -0.738 1.912
C -1.142 -0.328 2.330
O -0.041 -0.236 1.674
C -1.020 0.134 3.760
C -0.026 -0.375 4.588
C 0.083 0.053 5.900
C -0.815 1.002 6.356
C -1.814 1.527 5.554
C -1.913 1.081 4.247
N -0.711 1.459 7.752
O 0.226 1.053 8.415
O -1.566 2.215 8.170
H 0.662 -1.114 4.198
H 0.845 -0.327 6.563
H -2.490 2.266 5.955
H -2.678 1.469 3.589

91
Properties=species:S:1:pos:R:3 method="wB97M-V/def2-TZVPD" lumo_ev=0.31 e_tot_ev=-72711.4183 smiles="C[C@H]1COC(=O)O1.C[C@H]1COC(=O)O1.C[C@H]1COC(=O)O1.C[C@H]1COC(=O)O1.C[C@H]1COC(=O)O1.C[C@H]1COC(=O)O1.C[C@H]1COC(=O)O1" gap_ev=10.80
C -0.912 -1.141 0.080
C 0.114 -0.165 -0.357
C -0.395 0.960 -1.274
O 0.011 2.209 -0.686
C 0.492 1.848 0.561
O 0.844 2.633 1.383
O 0.491 0.527 0.762
H -1.756 -0.797 0.678
H -0.311 -1.757 0.749
H -1.193 -1.794 -0.747
H 0.941 -0.672 -0.853
H -1.475 0.943 -1.417
H -0.123 0.725 -2.303
C -0.622 -5.996 1.284
C -1.327 -6.301 -0.110
C -2.857 -6.892 0.083
O -3.563 -5.695 -0.300
C -2.850 -4.718 -0.850
O -3.220 -3.681 -1.421
O -1.529 -5.079 -0.802
H -0.200 -6.956 1.579
H -1.299 -5.756 2.104
H 0.138 -5.216 1.223
H -0.696 -7.005 -0.653
H -3.090 -6.985 1.144
H -3.189 -7.780 -0.457
C 1.568 -1.552 4.645
C 1.310 -0.203 3.883
C 1.039 0.971 4.713
O 2.127 1.833 4.518
C 3.023 1.376 3.623
O 4.070 1.965 3.367
O 2.566 0.201 3.232
H 2.568 -1.576 5.078
H 1.620 -2.398 3.959
H 0.746 -1.769 5.326
H 0.568 -0.261 3.087
H 0.812 0.779 5.761
H 0.146 1.316 4.192
C 3.551 2.060 -0.686
C 3.077 3.027 -1.798
C 3.569 4.493 -1.699
O 4.348 4.629 -2.894
C 4.347 3.430 -3.673
O 4.763 3.381 -4.880
O 3.562 2.589 -3.057
H 2.957 1.170 -0.894
H 3.289 2.565 0.244
H 4.617 1.843 -0.755
H 1.987 3.009 -1.791
H 4.218 4.510 -0.823
H 2.708 5.162 -1.702
C -0.913 8.291 -0.490
C -0.909 7.187 -1.453
C 0.225 6.229 -1.033
O -0.432 5.022 -1.268
C -1.732 5.146 -1.255
O -2.605 4.346 -0.821
O -2.106 6.465 -1.355
H 0.015 8.797 -0.222
H -1.590 8.141 0.351
H -1.400 9.088 -1.052
H -0.829 7.486 -2.498
H 0.579 6.374 -0.012
H 0.923 6.331 -1.864
C 4.034 -0.426 -4.622
C 2.572 -0.474 -4.176
C 1.555 0.348 -4.930
O 0.569 -0.600 -5.210
C 0.979 -1.814 -5.057
O 0.448 -2.774 -5.458
O 2.107 -1.788 -4.535
H 4.472 0.569 -4.704
H 4.253 -1.020 -5.509
H 4.627 -0.877 -3.826
H 2.425 -0.294 -3.111
H 1.841 0.817 -5.872
H 1.039 1.013 -4.238
C -4.910 -5.378 3.119
C -5.179 -3.844 2.842
C -5.422 -3.022 4.086
O -4.348 -2.182 4.257
C -3.429 -2.541 3.379
O -2.262 -2.137 3.308
O -3.930 -3.381 2.541
H -4.038 -5.791 2.612
H -5.659 -5.981 2.606
H -4.908 -5.541 4.197
H -5.858 -3.780 1.992
H -5.488 -3.628 4.990
H -6.295 -2.391 3.915

14
Properties=species:S:1:pos:R:3 method="wB97M-V/def2-TZVPD" lumo_ev=1.19 e_tot_ev=-7254.2234 smiles="C=CC/C=N/N" gap_ev=9.54
C 1.559 1.366 -0.041
C 1.846 0.182 0.302
C 0.863 -1.043 0.113
C -0.428 -0.520 -0.537
N -1.324 -0.004 0.272
N -2.587 0.355 0.125
H 2.222 2.209 -0.098
H 0.683 1.677 -0.309
H 2.857 -0.164 0.579
H 1.441 -1.784 -0.492
H 0.600 -1.555 0.993
H -0.130 -0.260 -1.679
H -2.861 0.572 -0.834
H -3.134 0.579 0.918

97
Properties=species:S:1:pos:R:3 method="wB97M-V/def2-TZVPD" lumo_ev=-0.26 e_tot_ev=-60055.9022 gap_ev=8.81
C 2.626 8.939 -17.688
C 4.014 8.435 -17.472
O 3.842 7.635 -16.318
H 2.315 9.714 -16.985
H 1.876 8.176 -17.613
H 2.628 9.524 -18.554
H 4.822 9.144 -17.208
H 4.370 7.819 -18.286
H 4.455 6.889 -16.406
C -2.904 9.244 -20.504
O -3.953 10.112 -20.761
N -1.857 9.047 -21.280
N -2.768 8.678 -19.391
H -1.757 9.741 -22.104
H -0.991 8.609 -20.907
H -3.599 8.804 -18.737
H -2.037 7.950 -19.179
C -1.916 6.905 -24.058
O -2.278 8.124 -24.556
N -1.707 6.754 -22.773
N -1.839 5.799 -24.733
H -1.754 7.624 -22.220
H -1.035 6.055 -22.467
H -1.783 6.004 -25.741
H -1.645 4.862 -24.371
C 0.125 6.982 -19.843
O 0.097 5.854 -20.649
N -0.524 7.160 -18.759
N 0.519 8.105 -20.361
H -0.799 6.278 -18.241
H -0.432 7.905 -18.083
H 1.083 8.023 -21.199
H 0.382 9.072 -19.997
C 0.507 11.471 -18.515
O 0.214 11.523 -17.209
N -0.020 10.661 -19.390
N 1.326 12.405 -19.066
H -0.755 9.957 -19.141
H -0.012 10.877 -20.390
H 1.825 13.035 -18.397
H 1.828 12.163 -19.917
C 5.790 7.789 -21.634
O 5.758 8.498 -20.439
N 4.779 7.490 -22.394
N 6.875 7.272 -22.164
H 3.901 7.916 -22.063
H 4.823 6.913 -23.264
H 7.746 7.646 -21.753
H 6.963 7.095 -23.159
C -3.457 5.801 -20.302
O -3.376 5.193 -21.576
H -4.150 6.644 -20.427
H -2.481 6.138 -20.011
H -3.820 5.119 -19.541
H -2.803 5.829 -22.056
C 1.842 5.013 -15.813
O 0.534 5.464 -15.602
H 1.993 3.999 -15.571
H 2.524 5.626 -15.158
H 2.024 5.229 -16.840
H -0.132 5.144 -16.234
C 2.091 6.435 -23.438
O 1.897 7.594 -22.702
H 1.131 6.163 -23.873
H 2.523 5.590 -22.785
H 2.823 6.746 -24.149
H 1.562 8.314 -23.230
C 1.133 2.932 -18.700
O 0.286 1.857 -18.822
H 0.561 3.791 -19.085
H 1.956 2.737 -19.410
H 1.430 2.944 -17.660
H 0.741 1.163 -18.345
C -1.798 9.186 -16.140
O -0.584 8.733 -16.624
H -1.686 9.467 -15.082
H -2.569 8.452 -16.180
H -2.147 10.072 -16.639
H -0.059 8.344 -15.873
C 3.142 10.594 -21.266
O 2.932 11.989 -21.481
H 2.294 10.290 -20.697
H 3.909 10.328 -20.614
H 3.250 10.049 -22.236
H 3.828 12.316 -21.673
C -2.418 5.298 -16.685
O -1.315 4.727 -17.438
H -3.068 5.769 -17.413
H -2.078 6.090 -16.002
H -2.898 4.519 -15.985
H -1.700 4.091 -18.109
C 3.204 5.435 -20.038
O 4.620 5.220 -19.917
H 2.593 5.623 -19.124
H 2.714 4.672 -20.599
H 3.250 6.327 -20.660
H 4.910 5.155 -20.837

16
Properties=species:S:1:pos:R:3 method="wB97M-V/def2-TZVPD" lumo_ev=0.70 e_tot_ev=-9414.2373 smiles="C=CCO.O.O" gap_ev=10.27
C 0.818 2.139 0.603
C 0.827 0.800 0.685
C 0.184 -0.006 1.806
O -0.297 -1.269 1.452
H 1.625 2.838 0.417
H 0.099 2.649 1.254
H 1.367 0.243 -0.084
H -0.663 0.618 2.115
H 0.964 -0.107 2.555
H -0.634 -1.360 0.550
O -0.258 0.679 -2.350
H -0.911 1.203 -2.834
H -0.125 1.162 -1.529
O -0.886 -1.979 -1.324
H -0.240 -2.624 -1.645
H -0.649 -1.211 -1.862

94
Properties=species:S:1:pos:R:3 method="wB97M-V/def2-TZVPD" total_charge=+1 lumo_ev=-2.27 e_tot_ev=-94340.9438 gap_ev=8.23
Tl 0.635 -2.139 1.887
C 2.196 -5.130 0.911
C 2.492 -4.876 2.391
N 1.338 -4.422 3.178
C 0.255 -5.388 3.394
C -0.672 -5.569 2.186
N -1.036 -4.303 1.543
C -1.120 -4.359 0.081
C 0.271 -4.575 -0.564
N 1.390 -4.092 0.253
H 3.165 -5.238 0.418
H 1.693 -6.090 0.800
H 2.929 -5.795 2.801
H 3.248 -4.091 2.471
H 1.686 -4.132 4.085
H 0.648 -6.371 3.679
H -0.337 -5.017 4.233
H -0.188 -6.204 1.447
H -1.560 -6.112 2.518
H -1.913 -3.965 1.915
H -1.788 -5.154 -0.269
H -1.531 -3.405 -0.244
H 0.416 -5.634 -0.790
H 0.269 -4.049 -1.519
H 1.998 -3.485 -0.287
I -2.764 -1.204 3.423
C -1.940 0.210 4.780
I -0.389 1.405 3.973
H -1.552 -0.335 5.629
H -2.748 0.869 5.067
C 2.999 1.547 -6.375
C 2.741 1.003 -4.995
C 3.625 1.257 -3.948
C 3.383 0.774 -2.674
C 2.242 0.021 -2.448
C 1.356 -0.270 -3.478
C 1.609 0.227 -4.746
S 1.834 -0.624 -0.852
O 2.898 -1.593 -0.411
C 2.036 0.841 0.164
C 2.984 0.785 1.205
C 3.033 1.794 2.122
C 2.104 2.864 2.068
C 2.085 3.877 3.061
C 1.154 4.872 3.023
C 0.199 4.913 1.981
C 0.200 3.961 1.002
C 1.150 2.905 1.020
C 1.139 1.862 0.048
C 0.143 1.860 -1.061
C 0.297 2.760 -2.165
C 1.351 3.706 -2.234
C 1.460 4.554 -3.299
C 0.530 4.495 -4.359
C -0.492 3.591 -4.324
C -0.636 2.706 -3.229
C -1.706 1.772 -3.173
C -1.856 0.953 -2.099
C -0.924 1.009 -1.040
S -1.140 -0.059 0.387
O -1.264 -1.465 -0.120
C -2.781 0.461 0.852
C -3.867 -0.334 0.541
C -5.118 0.011 1.040
C -5.285 1.121 1.860
C -6.634 1.470 2.433
C -4.169 1.905 2.159
C -2.918 1.580 1.664
H 3.856 2.218 -6.384
H 2.129 2.094 -6.742
H 3.196 0.735 -7.078
H 4.508 1.858 -4.133
H 4.070 0.987 -1.862
H 0.467 -0.858 -3.277
H 0.916 0.019 -5.553
H 3.668 -0.054 1.238
H 3.768 1.777 2.919
H 2.819 3.839 3.858
H 1.142 5.635 3.790
H -0.535 5.708 1.960
H -0.529 4.004 0.202
H 2.072 3.757 -1.427
H 2.270 5.272 -3.336
H 0.627 5.174 -5.196
H -1.215 3.545 -5.131
H -2.415 1.736 -3.992
H -2.686 0.258 -2.042
H -3.725 -1.217 -0.070
H -5.976 -0.606 0.798
H -7.409 0.808 2.052
H -6.909 2.496 2.187
H -6.624 1.388 3.522
H -4.282 2.771 2.801
H -2.054 2.191 1.905

The calculation returns the following relative energy (zero: lowest compared OMol25 entry of this formula, charge and spin) values, one per record and in order: 289.4 182.8 183.0 548.9 352.4 159.4 125.0 8.9 kJ/mol.